The following is a quantum chemistry calculation of a 7-piece molecular cluster, C6H28N2O6 overall at a distorted geometry, from the Open Molecules 2025 dataset.

Geometry as ORCA input:
```
! wB97M-V def2-TZVPD RIJCOSX def2/J DEFGRID3
* xyz 0 1
C 1.073 1.573 3.217
C 0.691 0.627 2.058
C 1.182 1.271 0.746
C 2.399 0.418 0.248
N 0.141 1.325 -0.268
C 0.534 1.523 -1.655
C -0.726 1.420 -2.535
N -1.275 0.067 -2.447
H 0.728 0.974 4.091
H 2.149 1.633 3.420
H 0.553 2.521 3.303
H 1.216 -0.297 2.253
H -0.421 0.666 1.936
H 1.657 2.250 0.967
H 2.866 0.604 -0.720
H 3.220 0.543 0.943
H 2.003 -0.607 0.204
H -0.608 0.660 -0.155
H 0.992 2.504 -1.797
H 1.255 0.782 -1.978
H -1.457 2.207 -2.504
H -0.372 1.644 -3.551
H -2.110 0.044 -3.027
H -1.620 -0.186 -1.524
O -2.433 -0.594 0.272
H -3.394 -0.559 0.223
H -2.204 -1.370 0.823
O -1.131 3.380 1.181
H -1.922 2.888 0.912
H -0.458 2.982 0.590
O -0.049 -3.743 1.344
H -0.309 -3.699 0.406
H 0.617 -3.065 1.469
O 2.298 -0.945 -3.292
H 2.655 -1.282 -2.464
H 1.341 -0.850 -3.236
O -2.715 -3.084 1.349
H -1.969 -3.729 1.285
H -2.305 -2.868 2.212
O -0.558 -2.823 -1.159
H -1.111 -2.040 -1.031
H -0.423 -2.765 -2.111
*
```

Values from the calculation:
relative energy (zero: lowest compared OMol25 entry of this formula, charge and spin) = 204.82 kJ/mol
structure (SMILES) = CC[C@@H](C)NCCN.O.O.O.O.O.O



The following is a quantum chemistry calculation of a 7-piece molecular cluster, C21H39Br6FO9 overall at a distorted geometry, from the Open Molecules 2025 dataset.

Geometry as ORCA input:
```
! wB97M-V def2-TZVPD RIJCOSX def2/J DEFGRID3
* xyz 0 1
O -0.500 -2.563 -7.633
C -1.239 -1.893 -6.931
O -2.114 -2.337 -6.002
C -2.807 -1.213 -5.431
C -1.966 -0.016 -5.917
F -1.017 0.431 -4.934
O -1.256 -0.554 -6.974
H -3.790 -1.024 -5.843
H -2.858 -1.266 -4.363
H -2.523 0.856 -6.126
C 5.289 -2.916 3.705
C 4.401 -3.997 4.131
O 3.383 -4.165 3.159
C 2.528 -5.222 3.247
C 1.625 -5.421 1.996
O 2.535 -5.965 4.189
H 4.786 -1.956 3.643
H 5.697 -3.054 2.681
H 6.115 -2.795 4.421
H 4.931 -4.944 4.316
H 3.979 -3.818 5.107
H 1.102 -4.498 1.858
H 0.970 -6.223 2.186
H 2.292 -5.511 1.161
C -3.344 3.397 -2.443
C -2.174 4.178 -1.855
O -1.019 4.078 -2.746
C -0.680 5.192 -3.449
C 0.686 4.988 -4.221
O -1.435 6.137 -3.630
H -3.407 3.755 -3.482
H -4.241 3.592 -1.863
H -3.129 2.286 -2.393
H -2.348 5.215 -1.689
H -1.757 3.804 -0.930
H 0.335 4.386 -5.050
H 1.452 4.533 -3.625
H 1.132 5.975 -4.485
C 4.548 0.998 3.213
C 5.192 0.388 1.950
O 4.243 -0.560 1.466
C 4.391 -0.968 0.115
C 3.367 -1.998 -0.316
O 5.215 -0.522 -0.626
H 3.735 1.601 2.895
H 5.267 1.662 3.799
H 4.137 0.213 3.833
H 5.305 1.174 1.171
H 6.161 -0.081 2.056
H 2.518 -1.997 0.370
H 3.837 -3.052 -0.258
H 3.043 -1.746 -1.331
Br -7.453 -2.332 1.917
C -6.291 -1.274 3.037
C -4.894 -1.885 3.016
Br -4.244 -1.566 1.140
H -6.712 -1.337 4.035
H -6.332 -0.235 2.788
H -4.966 -2.937 3.149
H -4.186 -1.479 3.751
Br 1.099 2.042 0.263
C -0.069 0.515 0.012
C -0.570 0.486 -1.441
Br -1.969 -0.823 -1.484
H -0.857 0.767 0.702
H 0.352 -0.481 0.197
H 0.208 0.041 -2.052
H -0.919 1.404 -1.743
Br -4.145 4.216 1.325
C -2.638 3.174 1.966
C -2.988 2.485 3.260
Br -1.676 1.076 3.446
H -1.863 3.908 2.064
H -2.450 2.518 1.101
H -3.957 2.027 3.286
H -3.075 3.129 4.140
*
```

Values from the calculation:
structure (SMILES) = O=C1OC[C@@H](F)O1.CCOC(C)=O.CCOC(C)=O.CCOC(C)=O.BrCCBr.BrCCBr.BrCCBr



The following is a quantum chemistry calculation of one molecule with the formula C7H8 at a distorted geometry, from the Open Molecules 2025 dataset.

Geometry as ORCA input:
```
! wB97M-V def2-TZVPD RIJCOSX def2/J DEFGRID3
* xyz 0 1
C -1.047 -0.838 -0.289
C -1.356 -0.333 -1.533
C -0.782 1.415 0.261
C 0.489 0.648 0.615
C -1.782 0.384 -0.135
C 0.315 -0.670 -0.139
C 1.506 -1.474 -0.330
H -1.166 1.872 1.104
H -0.649 2.134 -0.550
H 1.365 1.121 0.256
H 0.596 0.438 1.653
H -2.933 0.386 0.128
H 2.287 -0.859 0.022
H 1.665 -1.796 -1.306
H 1.491 -2.429 0.243
*
```

Values from the calculation:
relative energy (zero: lowest compared OMol25 entry of this formula, charge and spin) = 623.85 kJ/mol



The following is a quantum chemistry calculation of one molecule with the formula C2H4N2O2, from the Open Molecules 2025 dataset.

Geometry as ORCA input:
```
! wB97M-V def2-TZVPD RIJCOSX def2/J DEFGRID3
* xyz 0 1
N -1.155 0.330 1.334
C 0.034 0.420 0.656
O 0.872 1.274 0.859
N 0.203 -0.597 -0.294
C 1.079 -0.422 -1.363
O 0.808 -0.775 -2.483
H -1.364 1.107 1.943
H -1.945 -0.148 0.931
H -0.567 -1.220 -0.497
H 2.035 0.031 -1.086
*
```

Values from the calculation:
relative energy (zero: lowest compared OMol25 entry of this formula, charge and spin) = 35.28 kJ/mol
structure (SMILES) = NC(=O)NC=O



The following is a quantum chemistry calculation of C5H9NO as an isolated structure at a distorted geometry, from the Open Molecules 2025 dataset.

Geometry as ORCA input:
```
! wB97M-V def2-TZVPD RIJCOSX def2/J DEFGRID3
* xyz 0 1
C -0.746 -2.156 -0.320
C 0.022 -0.969 -0.897
N -0.699 -0.130 -1.622
C 0.378 0.905 -0.707
C -0.047 1.644 0.537
C 0.639 1.189 1.817
O 1.468 0.312 1.865
H -1.792 -1.899 -0.140
H -0.742 -2.871 -1.164
H -0.302 -2.680 0.528
H 1.074 -1.232 -1.114
H -0.095 1.009 -1.788
H 1.449 0.829 -0.894
H -1.132 1.627 0.686
H 0.199 2.718 0.430
H 0.350 1.737 2.743
*
```

Values from the calculation:
relative energy (zero: lowest compared OMol25 entry of this formula, charge and spin) = 612.27 kJ/mol



The following is a quantum chemistry calculation of one molecule with the formula C4H5NO, from the Open Molecules 2025 dataset.

Geometry as ORCA input:
```
! wB97M-V def2-TZVPD RIJCOSX def2/J DEFGRID3
* xyz 0 1
N 1.503 1.039 1.041
C 0.906 -0.032 1.350
O -0.039 -0.586 0.577
C -0.331 0.134 -0.618
C -1.713 -1.882 -1.379
C -1.399 -0.617 -1.357
H 2.178 1.288 1.758
H 1.050 -0.644 2.244
H 0.578 0.221 -1.223
H -0.656 1.149 -0.370
H -2.077 -0.070 -2.023
*
```

Values from the calculation:
relative energy (zero: lowest compared OMol25 entry of this formula, charge and spin) = 426.25 kJ/mol



The following Kohn-Sham gap values (in eV) correspond, in order, to the records above: 8.96, 10.17, 8.38, 11.03, 8.71, 10.04.
The following DFT total energy values (in a.u.) correspond, in order, to the records above: -806.30895, -17044.68226, -271.29384, -338.63976, -325.70435, -285.25224.